*w*
Below is C4H9N3O as an isolated structure, with properties calculated with ωB97M-V with the def2-TZVPD basis set.

XYZ file:
```
17
C4H9N3O ωB97M-V with the def2-TZVPD basis set
C 1.53 -0.07 -0.08
C 0.75 0.93 -0.40
C -0.65 0.67 -0.03
C -1.22 -0.83 0.08
H 3.64 -0.17 0.05
H 2.65 0.85 1.46
H 0.68 -1.08 -1.39
H 1.15 2.04 -0.56
H -2.63 1.69 -0.28
H -1.13 2.60 0.43
H -0.18 -1.35 0.47
H -0.89 -1.43 -1.09
H -3.01 -0.73 1.38
N 2.62 -0.04 0.80
N 1.40 -1.26 -0.67
N -1.47 1.67 -0.19
O -2.57 -1.15 0.32
```

## Properties
Gap between HOMO and LUMO (hartree): 0.2953


*x*
Below is C4H9N3O as an isolated structure, with properties calculated with ωB97M-V with the def2-TZVPD basis set.

XYZ file:
```
17
C4H9N3O ωB97M-V with the def2-TZVPD basis set
C 0.98 0.84 0.10
C 0.14 0.11 1.00
C -1.38 0.03 0.59
C -1.79 0.28 -0.78
H 2.53 -1.98 0.43
H 0.46 -1.63 0.00
H 2.02 -0.06 -1.40
H -0.35 2.26 -0.31
H 0.11 0.74 2.21
H 0.63 -1.17 1.07
H -2.09 0.35 1.50
H -2.94 0.80 -1.17
H -0.91 0.41 -1.74
N 1.65 -1.51 -0.44
N 1.87 -0.11 -0.27
N 0.74 1.97 -0.45
O -1.68 -1.31 -0.35
```

## Properties
Gap between HOMO and LUMO (hartree): 0.3522


*y*
Below is the molecule C4H9N3O, with properties calculated with ωB97M-V with the def2-TZVPD basis set.

XYZ file:
```
17
C4H9N3O ωB97M-V with the def2-TZVPD basis set
C 1.75 -0.03 0.38
C 0.64 0.99 0.55
C -1.24 0.05 -0.47
N -0.96 -0.26 0.93
N 1.74 -0.92 -0.76
C -2.08 -0.65 -1.23
O -0.40 1.01 -0.81
N 0.80 2.06 1.17
H -1.46 0.32 1.60
H -1.04 -1.24 1.17
H 0.02 2.70 1.22
H 1.59 -0.41 -1.62
H 1.05 -1.65 -0.69
H 1.78 -0.63 1.30
H 2.67 0.55 0.35
H -2.16 -0.43 -2.28
H -2.69 -1.44 -0.81
```

## Properties
SMILES: [H]/N=C(/CN)OC(=C)N
Gap between HOMO and LUMO (hartree): 0.3456


*z*
Below is the molecule C4H9N3O, with properties calculated with ωB97M-V with the def2-TZVPD basis set.

XYZ file:
```
17
C4H9N3O ωB97M-V with the def2-TZVPD basis set
C -0.92 0.17 -0.05
C -0.26 -0.08 -2.21
C -1.93 1.03 0.61
N 0.29 -0.10 0.57
N 1.03 1.01 1.05
C 0.93 -1.31 0.39
O -1.22 -0.28 -1.27
N 2.17 -1.43 0.66
H 1.50 0.71 1.90
H 1.77 1.21 0.37
H 0.55 0.61 -2.00
H -0.08 -0.87 -2.93
H 2.49 -2.38 0.55
H 0.26 -2.09 0.04
H -1.93 0.89 1.69
H -2.92 0.80 0.21
H -1.72 2.09 0.41
```

## Properties
Gap between HOMO and LUMO (spin up / spin down) (hartree): 0.3159 / 0.2660


Ranked by calculated energy, most stable first: *y*, *z*, *w*, *x*.


*w*
Below is the molecule C4H9N3O, with properties calculated with ωB97M-V with the def2-TZVPD basis set.

XYZ file:
```
17
C4H9N3O ωB97M-V with the def2-TZVPD basis set
C 0.04 -0.36 2.18
C -0.40 -0.84 0.84
C 0.90 0.44 -0.66
C -1.16 1.56 -0.66
H 0.36 0.65 2.10
H 0.99 -0.88 2.54
H -0.68 -0.40 3.04
H -1.39 -0.40 0.58
H -0.66 -1.92 0.95
H 2.06 -1.89 0.67
H 1.05 -2.71 -0.28
H 1.94 0.53 -0.96
H -1.62 2.24 0.03
N 0.54 -0.78 -0.29
N 1.53 -1.79 -0.23
N 0.17 1.53 -0.45
O -1.75 0.92 -1.51
```

## Properties
SMILES: CCN(N)/C=N\C=O
Gap between HOMO and LUMO (hartree): 0.3620


*x*
Below is the molecule C4H9N3O, with properties calculated with ωB97M-V with the def2-TZVPD basis set.

XYZ file:
```
17
C4H9N3O ωB97M-V with the def2-TZVPD basis set
C -1.73 -1.42 0.39
C -1.40 -0.03 0.84
C 1.02 0.14 0.96
C -0.07 0.53 -1.16
N -0.10 0.36 0.27
N -1.13 -2.39 0.98
N 2.24 0.04 0.38
O -1.24 -3.61 0.66
H -2.35 -1.54 -0.50
H -2.15 0.69 0.50
H -1.31 0.02 1.92
H 0.94 0.09 2.03
H -0.07 -0.43 -1.69
H -0.96 1.09 -1.46
H 0.81 1.10 -1.45
H 3.00 -0.26 0.97
H 2.28 -0.33 -0.56
```

## Properties
Gap between HOMO and LUMO (spin up / spin down) (hartree): 0.2174 / 0.2175


*y*
Below is the molecule C4H9N3O, with properties calculated with ωB97M-V with the def2-TZVPD basis set.

XYZ file:
```
17
C4H9N3O ωB97M-V with the def2-TZVPD basis set
C 1.88 -1.56 0.43
C 0.26 1.51 -1.14
N 0.74 -0.85 0.99
C -0.52 1.23 0.11
O -0.85 2.09 0.92
H 0.99 0.05 1.40
H 2.72 -1.55 1.13
H 2.20 -1.09 -0.51
H 1.64 -2.61 0.22
H 1.19 2.02 -0.87
H -0.33 2.15 -1.80
H 0.50 0.58 -1.66
N -2.56 -0.21 -0.18
C -1.23 -0.14 0.15
N -0.56 -1.16 0.58
H -3.09 0.61 0.11
H -2.97 -1.08 0.13
```

## Properties
SMILES: CN/N=C(/N)C(C)=O
Gap between HOMO and LUMO (hartree): 0.3197


*z*
Below is the molecule C4H9N3O, with properties calculated with ωB97M-V with the def2-TZVPD basis set.

XYZ file:
```
17
C4H9N3O ωB97M-V with the def2-TZVPD basis set
C -0.77 1.14 -1.88
C 0.18 1.51 0.45
C 0.65 -0.43 1.71
C 0.20 -2.51 0.70
H -1.68 0.63 -1.65
H 0.04 0.43 -2.11
H -0.90 1.82 -2.70
H -0.40 2.97 -0.86
H 0.46 -0.38 -0.44
H 0.89 0.30 2.54
H 0.16 -3.61 1.00
H -0.83 -2.11 0.39
H 0.95 -2.43 -0.12
N -0.26 1.93 -0.78
N 0.28 0.18 0.53
N 0.61 -1.70 1.85
O 0.42 2.25 1.37
```

## Properties
SMILES: C/N=C\NC(=O)NC
Gap between HOMO and LUMO (hartree): 0.3686


Ranked by calculated energy, most stable first: *z*, *y*, *w*, *x*.


*w*
Below is the molecule C4H9N3O, with properties calculated with ωB97M-V with the def2-TZVPD basis set.

XYZ file:
```
17
C4H9N3O ωB97M-V with the def2-TZVPD basis set
C -2.14 -0.33 0.02
C 1.25 0.77 -0.85
C 0.26 -0.47 0.83
N 1.94 0.11 -1.83
N -0.04 -0.53 2.15
C -0.66 -0.46 -0.20
O 1.52 -0.19 0.55
N 0.95 1.97 -0.83
H 2.55 -0.62 -1.50
H 2.33 0.71 -2.53
H 0.71 -0.45 2.81
H -0.90 -0.98 2.44
H 0.24 2.27 -0.17
H -0.37 -0.97 -1.11
H -2.37 0.30 0.89
H -2.65 -1.29 0.17
H -2.62 0.15 -0.84
```

## Properties
SMILES: [H]/N=C(/N)O/C(N)=C/C
Gap between HOMO and LUMO (hartree): 0.2975


*x*
Below is C4H9N3O as an isolated structure, with properties calculated with ωB97M-V with the def2-TZVPD basis set.

XYZ file:
```
17
C4H9N3O ωB97M-V with the def2-TZVPD basis set
C 1.51 -1.32 0.81
N -0.46 1.52 -0.85
C 0.23 0.31 -0.63
N -0.20 -0.66 -1.52
C 1.09 0.05 0.42
C -2.09 -0.01 0.69
O 0.36 2.58 -0.45
N -1.32 0.99 0.64
H -0.26 3.32 -0.37
H 0.41 -1.46 -1.63
H -0.58 -0.29 -2.37
H 1.37 0.88 1.04
H -1.98 -0.89 0.05
H -2.95 0.06 1.36
H 2.45 -1.28 1.36
H 0.75 -1.78 1.47
H 1.68 -2.00 -0.03
```

## Properties
Gap between HOMO and LUMO (spin up / spin down) (hartree): 0.2774 / 0.2775


Ranked by calculated energy, most stable first: *w*, *x*.


*w*
Below is C9H14N4O3 as an isolated structure, with properties calculated with ωB97M-V with the def2-TZVPD basis set.

XYZ file:
```
30
C9H14N4O3 ωB97M-V with the def2-TZVPD basis set
C -1.84 0.18 0.76
C -0.75 -0.80 0.24
C -2.46 1.00 -0.57
C -1.31 1.99 -1.04
C -0.39 1.57 -2.06
C 0.03 3.73 -1.23
C 1.38 -1.94 0.53
C 1.31 -3.46 0.30
C 2.56 -1.48 1.49
H -0.19 1.45 1.33
H -2.05 1.82 2.04
H -2.51 -0.47 1.30
H -3.44 1.45 -0.27
H -2.35 0.17 -1.35
H -0.24 0.63 -2.80
H 0.63 4.60 -1.07
H 1.46 2.47 -2.72
H -0.02 -1.02 2.10
H 1.64 -1.42 -0.39
H 2.42 -0.32 1.64
H 3.60 -1.50 0.71
H 2.70 -2.12 2.40
H -0.30 -3.07 -0.85
N -1.18 0.89 1.81
N -0.90 3.26 -0.46
N 0.34 2.74 -2.29
N 0.20 -1.27 1.12
O -0.59 -0.99 -0.99
O 2.03 -4.32 0.70
O 0.22 -3.78 -0.38
```

## Properties
Gap between HOMO and LUMO (hartree): 0.3255


*x*
Below is the molecule C9H14N4O3, with properties calculated with ωB97M-V with the def2-TZVPD basis set.

XYZ file:
```
30
C9H14N4O3 ωB97M-V with the def2-TZVPD basis set
C -0.49 -1.75 0.09
C 0.76 -1.03 -0.33
C -1.74 -1.34 -0.76
C -2.22 0.02 -0.44
C -3.51 0.48 -0.60
C -2.19 2.08 0.14
C 2.75 0.18 0.51
C 2.45 1.59 0.06
C 3.74 -0.38 -0.59
H -1.38 -2.30 1.79
H -1.02 -0.68 1.70
H -0.33 -2.84 -0.01
H -2.58 -2.06 -0.67
H -1.51 -1.38 -1.86
H -4.51 0.25 -0.97
H -2.00 2.99 0.57
H -4.32 2.42 -0.11
H 0.99 -0.68 1.55
H 3.20 0.24 1.47
H 4.63 0.20 -0.50
H 3.93 -1.42 -0.37
H 3.40 -0.19 -1.62
H 0.53 1.50 0.53
N -0.66 -1.58 1.48
N -1.42 1.01 -0.02
N -3.53 1.83 -0.09
N 1.50 -0.59 0.69
O 1.00 -0.91 -1.51
O 3.17 2.24 -0.70
O 1.35 2.09 0.57
```

## Properties
SMILES: C[C@H](NC(=O)[C@@H](N)Cc1c[nH]cn1)C(=O)O
Gap between HOMO and LUMO (hartree): 0.3533


Ranked by calculated energy, most stable first: *x*, *w*.


*w*
Below is a 2-piece molecular cluster, C7H12N2 overall, with properties calculated with ωB97M-V with the def2-TZVPD basis set.

XYZ file:
```
21
C7H12N2 ωB97M-V with the def2-TZVPD basis set
C -1.81 0.17 0.64
C 2.11 0.65 0.12
C 1.08 -1.11 -1.28
N 1.04 -0.30 -0.08
C -1.25 1.21 -0.03
N -2.76 -0.68 0.00
C -0.79 2.33 -0.47
C 0.28 -0.76 1.00
C 0.39 -1.65 1.87
H -2.18 0.44 1.63
H -2.91 -1.52 0.55
H -2.42 -0.98 -0.91
H 2.09 1.09 1.12
H 3.08 0.17 -0.06
H 1.43 -2.12 -1.02
H 1.72 -0.71 -2.07
H 0.07 -1.15 -1.70
H 2.04 1.47 -0.60
H 0.28 2.49 -0.52
H -1.44 3.08 -0.92
H -0.05 -2.13 2.71
```

## Properties
SMILES: C#CN(C)C.C=C=CN
Gap between HOMO and LUMO (hartree): 0.3107


*x*
Below is the molecule C7H12N2, with properties calculated with ωB97M-V with the def2-TZVPD basis set.

XYZ file:
```
21
C7H12N2 ωB97M-V with the def2-TZVPD basis set
C -2.86 0.46 -0.28
C -0.75 -0.84 -0.50
C 0.43 0.13 -0.07
C -0.59 -2.10 0.36
C 0.33 0.75 1.29
C 2.73 0.99 -0.61
C 1.47 0.24 -0.89
N -3.67 1.28 0.09
N -2.21 -0.53 -0.48
H -0.56 -1.10 -1.54
H -1.21 -2.90 -0.04
H -0.91 -1.90 1.38
H 0.45 -2.42 0.36
H -0.69 0.67 1.67
H 0.60 1.81 1.26
H 1.00 0.25 1.99
H 3.59 0.37 -0.84
H 2.79 1.29 0.43
H 2.78 1.88 -1.24
H 1.44 -0.24 -1.86
H -4.17 1.91 -0.50
```

## Properties
SMILES: C/C=C(\C)[C@@H](C)N=C=N
Gap between HOMO and LUMO (hartree): 0.3694


Ranked by calculated energy, most stable first: *x*, *w*.


*w*
Below is a 2-piece molecular cluster, H4O2 overall, with properties calculated with ωB97M-V with the def2-TZVPD basis set.

XYZ file:
```
6
H4O2 ωB97M-V with the def2-TZVPD basis set
O -1.40 -0.64 -0.78
H -1.02 -1.45 -1.04
H -0.68 -0.23 -0.27
O 0.74 0.60 0.51
H 0.85 1.46 0.76
H 1.51 0.26 0.83
```

## Properties
SMILES: O.O
Gap between HOMO and LUMO (hartree): 0.4173


*x*
Below is a 2-piece molecular cluster, H4O2 overall, with properties calculated with ωB97M-V with the def2-TZVPD basis set.

XYZ file:
```
6
H4O2 ωB97M-V with the def2-TZVPD basis set
H -2.22 0.64 -0.18
H -1.82 -0.71 0.54
H 1.67 0.60 0.70
H 0.71 -0.30 -0.18
O -1.50 0.01 -0.04
O 1.71 -0.04 -0.07
```

## Properties
SMILES: O.O
Gap between HOMO and LUMO (hartree): 0.4230


*y*
Below is a 2-piece molecular cluster, H4O2 overall, with properties calculated with ωB97M-V with the def2-TZVPD basis set.

XYZ file:
```
6
H4O2 ωB97M-V with the def2-TZVPD basis set
H -0.77 -1.10 1.77
H -1.09 -0.26 0.59
H 0.90 0.17 -0.72
H 1.22 1.24 -1.69
O -1.05 -1.18 0.88
O 0.78 1.13 -0.84
```

## Properties
SMILES: O.O
Gap between HOMO and LUMO (hartree): 0.4619


Ranked by calculated energy, most stable first: *y*, *x*, *w*.


*w*
Below is a 2-piece molecular cluster, H4O2 overall, with properties calculated with ωB97M-V with the def2-TZVPD basis set.

XYZ file:
```
6
H4O2 ωB97M-V with the def2-TZVPD basis set
H -0.68 -1.09 -1.18
H -0.86 -1.80 0.05
H 1.01 1.52 1.21
H 0.25 0.76 -0.02
O -0.57 -0.91 -0.26
O 0.86 1.51 0.22
```

## Properties
SMILES: O.O
Gap between HOMO and LUMO (hartree): 0.4128


*x*
Below is a 2-piece molecular cluster, H4O2 overall, with properties calculated with ωB97M-V with the def2-TZVPD basis set.

XYZ file:
```
6
H4O2 ωB97M-V with the def2-TZVPD basis set
H 0.66 -0.01 -0.06
H 1.87 0.89 -0.22
H -1.82 -0.78 -0.40
H -1.12 -0.07 0.78
O 1.62 -0.15 -0.02
O -1.21 0.13 -0.08
```

## Properties
SMILES: O.O
Gap between HOMO and LUMO (hartree): 0.4208


Ranked by calculated energy, most stable first: *w*, *x*.


*w*
Below is an isolated ion of composition C8H12N4 and charge +2, with properties calculated with ωB97M-V with the def2-TZVPD basis set.

XYZ file:
```
24
C8H12N4 ωB97M-V with the def2-TZVPD basis set
C -1.55 -3.24 0.98
C -0.48 1.32 1.20
C -0.69 -1.03 1.01
C -0.58 -2.37 2.93
C -2.35 -3.08 -1.33
C 0.74 1.63 -0.97
C 0.04 1.94 -2.23
C 2.21 1.50 -0.97
N -1.91 -3.10 -0.26
N 0.10 1.48 0.10
N -0.89 0.09 1.67
N -1.00 -2.22 1.70
H -1.69 -4.19 1.45
H -0.67 2.17 1.85
H -0.12 -1.55 3.47
H -0.60 -3.34 3.40
H -2.54 -3.14 -2.37
H -1.01 2.17 -2.10
H 0.14 1.08 -2.90
H 0.54 2.76 -2.74
H 2.64 2.50 -0.84
H 2.56 1.12 -1.93
H 2.58 0.87 -0.17
H -1.34 0.11 2.60
```

## Properties
Charge: +2
Gap between HOMO and LUMO (spin up / spin down) (hartree): 0.2420 / 0.2354


*x*
Below is an isolated ion of composition C8H12N4 and charge +2, with properties calculated with ωB97M-V with the def2-TZVPD basis set.

XYZ file:
```
24
C8H12N4 ωB97M-V with the def2-TZVPD basis set
C 2.69 1.45 0.32
C 3.06 0.10 0.07
C 0.94 0.27 0.20
C -2.80 0.30 -0.06
C -0.63 -0.12 0.03
C -2.64 -1.10 0.36
C 1.94 -2.01 -0.38
C -1.31 2.21 -0.32
N 1.34 1.46 0.41
N 1.95 -0.65 -0.06
N -1.24 -1.32 0.23
N -1.61 0.83 -0.08
H 3.38 2.12 0.68
H 4.01 -0.32 -0.28
H -3.76 0.79 -0.18
H -2.93 -1.17 1.55
H -3.33 -1.81 -0.04
H 1.46 -2.55 0.53
H 1.16 -1.95 -1.27
H 2.90 -2.39 -0.67
H -2.24 2.82 -0.57
H -0.82 2.30 -1.33
H -0.74 2.83 0.31
H -0.78 -2.08 0.55
```

## Properties
Charge: +2
SMILES: Cn1ccnc1C1=[NH+]CC=[N+]1C
Gap between HOMO and LUMO (spin up / spin down) (hartree): 0.2281 / 0.2281


Ranked by calculated energy, most stable first: *x*, *w*.